1.
C15H23IN5V | the ωB97M-V functional and the def2-TZVPD basis

XYZ file:
```
45
Properties=species:S:1:pos:R:3:lowdin_charge:R:1
H -1.443 0.512 4.067 0.12
V 0.443 0.234 0.373 0.58
C -3.378 0.119 -2.813 -0.04
H -4.172 -0.080 -3.519 0.12
H -1.486 -1.720 4.625 0.12
H 2.030 1.165 -4.384 0.12
H 2.819 -0.633 1.840 -0.05
C -1.060 0.287 -2.271 -0.31
H 3.742 3.928 -1.582 0.12
C 3.047 3.141 -1.837 -0.04
C 0.126 -2.653 1.649 -0.24
N 0.273 0.185 -2.649 0.11
C -3.670 0.508 -1.509 -0.05
H 0.870 0.133 2.931 0.07
C -0.794 -2.713 2.868 -0.18
H -4.689 0.623 -1.170 0.11
C -0.782 -1.510 3.818 -0.18
N -0.426 -1.762 0.595 -0.06
H -1.436 -1.733 0.719 0.08
I 2.897 -1.608 -0.633 0.70
H 0.202 -1.435 4.294 0.12
C -2.061 0.015 -3.206 0.01
H -0.512 -3.593 3.449 0.12
H -1.800 -0.248 -4.222 0.12
C 1.247 1.169 -2.382 -0.34
H -1.993 -0.210 2.564 0.10
N 0.006 0.485 2.528 -0.05
H -2.795 1.032 0.378 0.11
H 0.395 -0.247 -3.552 0.14
N -1.334 0.602 -1.009 0.03
N 1.300 1.664 -1.152 0.03
C -1.139 -0.136 3.244 -0.22
H 0.008 1.482 2.715 0.10
C 2.175 2.647 -0.894 -0.11
H 2.181 3.023 0.120 0.12
C 3.017 2.586 -3.112 -0.03
C -2.620 0.739 -0.650 -0.11
C 2.486 -0.109 0.938 -0.69
H 3.692 2.935 -3.881 0.12
H 0.255 -3.661 1.254 0.12
H -0.278 -2.196 -0.313 0.07
H 3.264 0.624 0.714 -0.07
H 1.117 -2.293 1.928 0.08
H -1.818 -2.897 2.524 0.12
C 2.097 1.599 -3.395 0.01
```

Output
* HOMO level (spin up / spin down): -10.087 / -10.754 eV
* LUMO energy (spin up / spin down): -2.48 / -2.55 eV
* ΔE to the lowest compared entry with this formula, charge and spin: 0.245 eV
* ⟨S²⟩: 3.7599
* total charge: +1
* maximum force: 0.009 hartree/bohr
* 2S+1: 4


2.
C15H23N3O3 | the ωB97M-V functional and the def2-TZVPD basis

XYZ file:
```
44
Properties=species:S:1:pos:R:3:lowdin_charge:R:1
N -0.652 3.358 0.270 -0.06
H 1.920 2.741 -0.403 0.10
C 3.707 1.066 -0.189 -0.29
H 2.746 1.373 -2.575 0.14
N 4.926 0.226 -0.236 -0.04
H 3.908 2.156 -0.019 0.12
H -3.069 -2.106 0.905 0.14
H 1.045 -2.119 2.877 0.08
C 1.295 -2.587 -0.440 -0.15
H 0.467 3.505 0.921 0.19
C -0.075 -2.436 -0.710 -0.06
O -1.958 1.734 2.290 0.06
H 0.848 2.332 -1.718 0.12
N -2.969 0.436 0.749 0.05
H -1.152 -1.710 2.423 0.08
H 5.463 0.595 -1.009 0.04
O -4.266 -0.760 -2.070 0.11
O -5.228 0.510 -0.301 -0.02
H 2.879 -2.361 1.021 0.09
C -1.111 -2.233 0.311 -0.19
H -4.980 1.100 0.564 0.17
C 2.636 0.892 -1.430 -0.15
C -0.538 -1.960 1.632 -0.04
C 1.380 1.814 -0.845 -0.27
H 0.264 0.021 -0.566 0.09
H 3.113 0.597 0.492 0.04
H 2.261 -0.261 -1.456 0.10
H -0.401 -2.563 -1.751 0.11
C -2.768 -0.318 -0.422 -0.24
H -1.849 -0.118 -1.172 0.19
C 0.422 1.000 0.029 -0.18
H 0.831 0.433 1.098 0.18
H -2.900 -2.599 -0.966 0.13
H -1.451 1.749 -0.936 0.13
H 4.687 -0.855 -0.370 0.11
H -1.707 3.664 1.094 0.22
H -2.938 -0.117 1.567 0.11
C 0.852 -2.132 1.836 -0.06
C -2.541 -1.961 -0.130 -0.04
C -1.957 1.374 1.141 -0.41
C -0.907 1.876 0.042 -0.36
C -4.111 -0.127 -1.065 -0.39
H 2.030 -2.809 -1.281 0.13
C 1.847 -2.419 0.795 -0.07
```

Output
* HOMO level: -9.199 eV
* LUMO energy: 0.06 eV
* ΔE to the lowest compared entry with this formula, charge and spin: 9.837 eV
* total charge: 0
* maximum force: 0.109 hartree/bohr


3.
C15H23N3O5S | the ωB97M-V functional and the def2-TZVPD basis

XYZ file:
```
47
Properties=species:S:1:pos:R:3:lowdin_charge:R:1
H -1.199 -3.629 1.074 0.05
H -0.092 -3.528 -0.155 0.12
H 4.180 1.582 1.338 0.07
H -1.975 3.917 1.012 0.07
O -4.235 2.299 -0.527 -0.05
H 3.339 2.205 -1.515 0.10
H 2.335 2.496 -0.182 0.08
H 0.962 -2.442 1.834 0.20
H -2.114 -3.332 -1.161 0.19
C 3.134 1.984 -0.547 -0.10
H 3.792 -0.141 -1.932 0.18
N 2.575 0.641 -0.450 -0.22
H -5.454 0.077 -0.461 0.15
O -2.929 -1.985 1.464 0.00
C 3.494 -0.422 -0.725 -0.22
H 3.105 -1.277 -0.960 0.04
C -1.781 -2.460 -0.500 -0.25
C -2.652 -1.755 0.200 -0.42
C -3.564 3.449 -0.364 -0.17
C -0.936 -1.642 -1.523 -0.07
H -1.005 0.063 -0.173 0.08
O 2.371 -0.493 1.977 -0.22
N 0.815 -0.932 0.050 -0.21
C -3.923 1.280 0.377 -0.23
O 0.907 1.240 1.168 -0.21
C -4.475 -0.160 0.060 -0.16
H -0.076 -2.123 -2.145 0.15
H -1.742 -0.950 -2.374 0.19
C -0.280 -0.460 -0.692 -0.25
C 4.944 -0.300 -0.117 -0.13
O 5.396 1.158 -0.227 -0.15
H 5.650 -1.153 -0.518 0.15
S 1.666 0.140 0.962 0.56
C 4.346 1.891 0.417 -0.17
H -2.290 1.086 1.741 0.03
C -0.678 -3.026 0.589 -0.16
H 4.932 2.869 0.292 0.15
H -0.749 -1.332 1.957 0.23
N -3.452 -0.809 -0.509 0.07
C -2.631 3.180 0.591 -0.02
H -4.650 -0.322 1.240 0.18
H -3.767 4.504 -0.829 0.16
H 0.231 0.214 -1.395 0.13
C -2.929 1.690 1.267 0.07
C 0.109 -1.941 0.890 -0.24
H 4.636 -0.650 0.946 0.12
H -3.338 -0.701 -1.464 0.10
```

Output
* HOMO level: -8.754 eV
* LUMO energy: 0.26 eV
* ΔE to the lowest compared entry with this formula, charge and spin: 16.325 eV
* total charge: 0
* maximum force: 0.257 hartree/bohr


4.
C15H23N4O3V | the ωB97M-V functional and the def2-TZVPD basis

XYZ file:
```
46
Properties=species:S:1:pos:R:3:lowdin_charge:R:1
H -1.206 -2.253 0.153 0.09
H 2.491 -4.145 -1.729 0.07
C 1.152 -1.089 2.133 -0.16
C 0.519 1.203 3.553 -0.17
H -3.656 0.276 -2.354 0.07
C 2.091 -1.517 -2.368 -0.30
H 1.026 -4.303 -2.695 0.09
H 0.914 0.002 5.348 0.09
H 3.651 -1.028 -3.682 0.06
H -2.292 3.427 -0.831 0.08
C 1.430 -3.898 -1.761 -0.03
C 0.431 1.146 2.191 -0.12
C -0.612 1.213 -0.982 -0.17
V 0.682 -0.033 -0.599 0.81
H 0.479 3.700 2.688 0.07
H -0.101 2.192 -1.070 0.05
C -2.568 2.690 -1.591 -0.09
O 0.129 2.479 5.500 0.01
H -3.654 2.742 -1.736 0.07
H 4.012 -2.453 -2.697 0.07
H 1.503 -2.043 3.995 0.09
C 1.209 -1.117 3.513 -0.13
C 1.236 -2.419 -1.689 -0.29
N 0.254 -1.848 -0.966 -0.17
C -2.817 0.922 0.151 -0.07
H 1.394 -1.951 1.530 0.08
C 3.223 -1.930 -3.248 -0.05
C 0.199 2.431 4.281 -0.52
H -2.114 0.531 -3.206 0.08
O -0.665 -2.789 -0.445 -0.06
N 0.716 0.063 1.437 -0.11
H -2.557 1.631 0.941 0.08
H 2.896 -2.589 -4.057 0.07
H -0.037 4.405 4.132 0.09
N 1.771 -0.209 -2.188 -0.27
O 2.455 0.714 -2.759 -0.16
N -0.048 3.589 3.539 0.12
H 0.066 1.993 1.625 0.09
C 0.897 -0.003 4.269 -0.06
H -2.504 -0.069 0.496 0.07
C -2.123 1.286 -1.168 -0.69
H -2.235 -0.729 -1.984 0.07
H 0.922 -4.394 -0.937 0.07
C -2.564 0.281 -2.241 -0.08
H -3.908 0.914 0.038 0.08
H -2.085 2.977 -2.530 0.08
```

Output
* HOMO level (spin up / spin down): -2.058 / -4.272 eV
* LUMO energy (spin up / spin down): 2.95 / 2.89 eV
* ΔE to the lowest compared entry with this formula, charge and spin: 0.045 eV
* ⟨S²⟩: 4.1232
* total charge: -1
* maximum force: 0.040 hartree/bohr
* 2S+1: 4


5.
C15H23N5O4 | the ωB97M-V functional and the def2-TZVPD basis

XYZ file:
```
47
Properties=species:S:1:pos:R:3:lowdin_charge:R:1
H 2.084 -1.617 -0.406 0.13
H 2.872 3.049 0.643 0.04
H 1.554 1.142 3.359 0.13
C -1.347 1.129 1.510 -0.23
N -1.462 -3.538 -1.304 0.04
C 0.409 2.403 0.372 -0.05
O -0.158 -1.959 1.587 0.06
O 2.623 2.631 1.502 0.00
H -1.187 -3.870 -2.253 0.09
H 2.869 1.003 -0.201 0.10
H -5.824 -1.286 2.611 0.15
H 3.914 2.729 -3.620 0.11
H 0.721 3.076 -0.476 0.12
N 3.488 1.922 -3.161 0.13
H -1.576 2.094 -0.417 0.11
C -0.415 0.941 2.565 -0.06
H 2.516 -0.549 -2.689 0.12
C -2.754 0.622 1.557 -0.09
H -3.328 0.986 0.684 0.13
H -1.678 -4.380 -0.754 0.09
N -2.125 -1.514 0.431 0.14
O -4.895 -0.947 2.678 0.11
H 4.050 3.784 -1.693 0.06
H -3.253 1.045 2.441 0.13
H 0.919 -0.356 -0.017 0.11
H 0.720 -2.344 -2.401 0.13
C 1.303 2.208 1.444 -0.30
H 3.784 1.007 -3.497 0.10
C 2.037 0.029 -1.847 -0.24
H 1.272 0.655 -2.306 0.12
H -2.661 -1.965 -0.296 0.12
C 3.456 1.978 -1.796 -0.56
C -2.823 -0.915 1.549 -0.22
C 0.254 -1.758 -1.567 -0.15
H -2.336 -1.192 2.467 0.15
H -0.700 0.403 3.464 0.12
C -0.904 1.906 0.420 -0.04
C 1.370 -0.930 -0.868 -0.17
N 3.674 3.031 -1.081 0.09
C -0.876 -2.066 0.583 -0.44
C -0.379 -2.789 -0.639 -0.34
O -4.791 -2.012 0.708 0.11
H -0.527 -1.098 -1.977 0.13
N 3.064 0.785 -1.173 0.04
C -4.232 -1.378 1.582 -0.47
C 0.858 1.407 2.538 -0.02
H 0.415 -3.502 -0.255 0.16
```

Output
* HOMO level: -8.058 eV
* LUMO energy: 0.66 eV
* ΔE to the lowest compared entry with this formula, charge and spin: 0.000 eV
* total charge: 0
* maximum force: 0.035 hartree/bohr


6.
C15H23NO2 | the ωB97M-V functional and the def2-TZVPD basis

XYZ file:
```
41
Properties=species:S:1:pos:R:3:lowdin_charge:R:1
H -0.180 2.316 1.475 0.09
H 1.740 -4.640 -2.094 0.12
C -0.531 2.035 -0.789 -0.49
N 0.385 1.546 -1.635 -0.03
O 1.012 0.060 1.299 -0.09
C -1.746 3.762 0.727 -0.13
H -1.201 2.974 -2.349 0.10
H 1.214 2.359 -1.585 0.20
H 0.219 -4.172 0.967 0.01
C 0.806 -2.238 0.888 -0.10
H -2.742 -1.640 3.017 0.16
C 0.036 -3.279 1.158 0.03
H 0.425 -0.498 -1.278 0.19
C -1.744 2.762 -1.399 -0.15
C -0.828 -0.728 2.036 -0.05
H 1.810 0.208 -1.933 0.13
H -2.888 2.073 -1.692 0.20
H 2.361 1.434 0.377 0.16
C 1.462 -3.575 -1.683 -0.06
H 1.750 -2.647 -2.319 0.12
C 0.251 -1.002 1.551 -0.34
H 0.616 3.506 0.286 0.09
H 0.339 -3.718 -1.493 0.11
H -2.249 3.113 1.039 -0.01
H 3.147 -3.321 -0.617 0.11
C -0.230 2.873 0.519 -0.03
H -1.322 4.792 -0.904 0.09
H -1.053 1.098 -0.324 0.16
C -1.953 4.042 -0.610 -0.30
H 2.041 -4.376 0.149 0.17
O 1.917 -2.359 0.053 -0.01
H -1.482 4.654 1.317 0.13
H -3.102 4.261 -0.858 0.15
C -1.466 -3.136 1.756 -0.03
C 1.987 0.421 -0.052 -0.04
C -1.766 -1.907 2.268 -0.08
C 1.153 0.424 -1.098 -0.31
H -2.164 -3.944 1.862 0.07
H 2.830 -0.339 0.025 0.14
C 2.162 -3.392 -0.458 -0.56
H -1.017 0.199 2.403 0.09
```

Output
* HOMO level: -8.206 eV
* LUMO energy: 0.74 eV
* ΔE to the lowest compared entry with this formula, charge and spin: 15.002 eV
* total charge: 0
* maximum force: 0.357 hartree/bohr


7.
C15H23NO2 | the ωB97M-V functional and the def2-TZVPD basis

XYZ file:
```
41
Properties=species:S:1:pos:R:3:lowdin_charge:R:1
H -3.378 1.201 1.331 0.10
C 2.570 -0.460 -0.208 -0.33
H 0.408 -2.852 0.733 0.12
H 4.331 -0.065 -1.414 0.11
H -4.886 -1.701 -0.485 0.08
O -0.235 -0.503 -1.578 -0.05
C -4.816 -1.103 0.421 -0.06
C -3.466 -1.342 1.092 -0.24
C 3.717 1.365 0.949 -0.20
H -5.616 -1.391 1.097 0.08
H 0.288 1.891 -1.850 0.12
H -1.033 -2.328 -1.015 0.11
H 3.770 2.117 0.160 0.11
H 2.051 -0.175 -1.125 0.13
H 3.871 1.859 1.907 0.10
C 4.735 0.261 0.679 -0.20
C 2.381 0.629 0.879 -0.14
H -2.634 3.459 0.846 0.10
H 5.718 0.649 0.412 0.10
C -2.571 1.338 0.630 -0.03
H 0.197 -1.101 0.945 0.11
N 2.070 -1.774 0.159 -0.04
C 0.628 -1.878 0.291 -0.19
C -2.150 2.629 0.355 -0.09
O -2.375 -1.061 0.242 -0.08
C -0.069 -1.814 -1.073 -0.17
H 2.512 -2.066 1.026 0.11
C -1.985 0.236 0.018 -0.19
H 2.182 0.146 1.841 0.12
C -1.128 2.842 -0.548 -0.10
H -4.938 -0.058 0.150 0.07
H 1.549 1.296 0.657 0.10
H -3.354 -2.406 1.323 0.13
H -3.387 -0.780 2.030 0.12
H 0.561 -2.308 -1.816 0.13
H -0.797 3.843 -0.779 0.10
C -0.917 0.450 -0.877 -0.21
H 4.844 -0.366 1.566 0.11
C 4.091 -0.530 -0.458 -0.14
C -0.519 1.756 -1.147 -0.02
H 4.424 -1.566 -0.492 0.11
```

Output
* HOMO level: -8.018 eV
* LUMO energy: 0.87 eV
* ΔE to the lowest compared entry with this formula, charge and spin: 1.969 eV
* total charge: 0
* maximum force: 0.016 hartree/bohr


8.
C15H23NO3Si | the ωB97M-V functional and the def2-TZVPD basis

XYZ file:
```
43
Properties=species:S:1:pos:R:3:lowdin_charge:R:1
C -1.190 1.066 -2.483 -0.04
H -0.283 -3.005 -1.343 0.11
C -0.093 1.805 -1.703 -0.39
H 0.173 3.451 -0.291 0.13
C 3.569 -2.695 -1.189 -0.08
O 0.793 -0.054 1.438 -0.09
C -0.392 2.020 1.897 -0.14
O -1.173 -0.728 -0.247 -0.14
H -1.376 3.371 -1.080 0.11
H 1.092 -4.856 -2.036 0.11
H 1.492 1.794 0.985 0.14
C -2.357 1.188 0.616 -0.14
H -3.129 -2.128 0.888 0.09
H -3.753 -0.979 -0.327 0.09
C 1.550 -3.948 -1.654 -0.10
C 2.776 -1.648 -0.725 -0.08
H -4.026 -0.699 1.432 0.09
C -2.030 -0.270 0.774 -0.43
C 1.692 1.337 3.164 -0.03
H -2.902 1.435 -0.317 0.14
H 3.584 -4.668 -1.959 0.11
H -0.793 0.615 -3.377 0.08
H 4.634 -2.647 -1.089 0.10
H 3.206 -0.783 -0.305 0.09
Si 0.420 -0.321 -0.152 0.39
H -3.071 1.477 1.384 0.12
H -1.521 -0.525 1.724 0.15
H -1.027 1.560 2.661 0.13
C -0.616 2.748 -0.617 -0.09
H -0.226 3.021 2.248 0.11
H 0.511 2.373 -2.446 0.15
N -1.159 2.066 0.640 -0.12
H 1.815 2.364 3.512 0.08
C 0.787 -2.913 -1.267 -0.10
C 1.399 -1.762 -0.792 -0.18
H 2.673 0.841 3.064 0.09
C -3.320 -1.066 0.670 -0.04
H 1.115 0.802 3.923 0.08
H -1.616 0.234 -1.929 0.06
C 2.935 -3.850 -1.610 -0.09
O 0.882 0.942 -1.157 -0.12
C 0.946 1.273 1.812 -0.43
H -1.992 1.761 -2.734 0.08
```

Output
* HOMO level: -8.310 eV
* LUMO energy: 0.83 eV
* ΔE to the lowest compared entry with this formula, charge and spin: 0.000 eV
* total charge: 0
* maximum force: 0.044 hartree/bohr